ORCA calculation (ωB97M-V/def2-TZVPD) on 2 unconnected molecules or ions with the total composition C4H7BrN2O4 in a non-equilibrium geometry.

Last column: Mulliken charge in e.
Element x y z (Å)
Br1 1.21582 1.13031 -2.36060  -0.05
O1 1.65744 2.16884 0.34219  -0.55
O2 1.96629 -1.72223 0.26042  -0.69
O3 1.75685 -1.64477 -1.90437  -0.54
O4 1.63702 0.37150 1.61793  -0.43
N1 1.74894 -1.11980 -0.80372  1.00
N2 1.51614 1.00558 0.38109  0.82
C1 -1.71621 1.45870 0.26489  -0.91
C2 -1.62459 -1.13781 0.38723  -0.89
C3 -1.72129 0.21743 -0.17432  0.33
C4 1.34517 0.22439 -0.68867  -0.07
H1 -0.53030 -1.56606 0.49209  0.13
H2 -1.94125 -1.06960 1.42752  0.32
H3 -1.69532 0.11955 -1.35639  0.15
H4 -2.29577 -1.89737 -0.09049  0.31
H5 -1.70691 1.70551 1.27893  0.31
H6 -1.73606 2.19768 -0.44014  0.33
H7 2.12403 -0.44187 1.36643  0.43

## Properties
LUMO energy (spin up / spin down) (eV): -1.641 / -1.643
Charge: 0
HOMO energy (spin up / spin down) (hartree): -0.363 / -0.363
HOMO-LUMO gap (spin up / spin down) (eV): 8.24 / 8.24
Energy relative to the best compared isomer or geometry (same formula, charge and spin) (kcal/mol): 30.55


ORCA calculation (ωB97M-V/def2-TZVPD) on a gas-phase ion, C5H8N (charge +1) in a non-equilibrium geometry.

Last column: Mulliken charge in e.
Element x y z (Å)
N1 -0.29458 1.01175 0.76479  -0.05
C1 0.94212 -1.12525 0.18207  -0.07
C2 -1.66301 0.86703 0.28055  -0.30
C3 -1.24674 2.09034 0.32832  -0.03
C4 0.60425 -2.02007 -0.75735  -0.77
C5 0.70493 0.29623 -0.15405  -0.62
H1 0.06668 0.76434 1.71201  0.36
H2 -1.14509 3.12840 0.20360  0.41
H3 0.96314 -3.03576 -0.82845  0.29
H4 1.64683 -1.32535 0.86569  0.43
H5 -2.34972 0.12607 0.09221  0.41
H6 0.36986 0.17382 -1.25422  0.39
H7 -0.20450 -1.89513 -1.54316  0.19
H8 1.60583 0.94359 0.10798  0.36

## Properties
LUMO energy (eV): -4.071
Charge: +1
HOMO energy (hartree): -0.528
HOMO-LUMO gap (eV): 10.31
Energy relative to the best compared isomer or geometry (same formula, charge and spin) (kcal/mol): 117.88


ORCA calculation (ωB97M-V/def2-TZVPD) on 5 unconnected molecules or ions with the total composition C20H35BClO10S.

Last column: Mulliken charge in e.
Element x y z (Å)
Cl1 -1.42856 -4.24030 1.04391  -0.22
S1 -0.02241 -3.97935 2.54633  0.94
O1 -1.53043 -2.39066 -1.69868  -0.47
O2 0.47319 5.14176 2.78124  -0.36
O3 2.53574 5.42942 1.97623  -0.59
O4 -0.79274 -3.88824 3.75970  -0.58
O5 -1.17513 0.56570 -5.95171  -0.40
O6 -1.18993 0.36401 1.56025  -0.67
O7 0.93368 -5.03282 2.35296  -0.51
O8 0.69373 0.57886 -7.17337  -0.58
O9 0.30939 1.95721 1.14113  -0.41
O10 -3.27887 -1.01189 -1.95099  -0.23
C1 0.63113 -2.38039 2.18321  -0.43
C2 -0.13528 4.77212 4.03115  -0.41
C3 0.16456 0.40585 -6.11471  0.45
C4 -1.43715 1.79812 -0.41427  0.29
C5 0.47936 3.03998 0.21069  -0.50
C6 -0.41258 -0.44631 -3.96315  -0.07
C7 -1.53417 0.38638 -4.57060  -0.04
C8 -4.71064 -1.11671 -1.91887  -0.48
C9 -3.79914 -3.29298 -1.73738  -0.47
C10 1.82607 5.10563 2.88190  0.56
C11 0.78813 0.00550 -4.79036  -0.48
C12 -5.01640 -2.56264 -2.29804  -0.61
C13 -2.70806 -2.24271 -1.79167  0.47
C14 -0.81074 1.25501 0.85651  0.57
C15 1.32998 -2.21870 0.83146  0.30
C16 3.75487 -2.15226 1.81247  -0.81
C17 2.21622 4.61096 4.26075  -0.46
C18 -0.31269 2.63157 -1.02634  -0.25
C19 2.79205 -2.70216 0.75267  -0.55
C20 0.92852 3.96703 4.76979  -0.44
B1 5.20869 -2.94705 1.87482  0.08
H1 1.53948 -0.76358 -4.94537  0.34
H2 0.30833 2.00205 -1.66657  0.03
H3 -5.04824 -0.87520 -0.90834  0.28
H4 -0.60323 -1.50577 -4.13233  0.28
H5 1.28273 -2.18069 3.04026  0.35
H6 0.09278 3.94520 0.68038  0.20
H7 -1.03616 4.20428 3.81065  0.30
H8 6.06650 -2.19817 2.36763  -0.21
H9 -1.61456 1.37439 -4.11026  0.14
H10 -3.92876 -3.57574 -0.69064  0.25
H11 0.88712 2.92536 4.45034  0.20
H12 3.29463 -2.17569 2.81420  0.12
H13 2.51720 5.47581 4.85536  0.27
H14 -2.29081 2.41485 -0.12225  0.36
H15 3.05486 3.92457 4.18439  0.31
H16 -5.04293 -2.66210 -3.38439  0.27
H17 -0.23462 -1.71242 2.24389  0.16
H18 1.54199 3.17057 0.02318  0.39
H19 -0.40902 5.68818 4.56011  0.28
H20 0.80578 3.99829 5.85020  0.34
H21 1.27666 0.88767 -4.37074  0.21
H22 5.55647 -3.30427 0.74325  -0.19
H23 -1.78953 0.97882 -1.03285  -0.43
H24 3.94027 -1.08698 1.58148  0.05
H25 5.11301 -3.93350 2.61746  -0.19
H26 3.16244 -2.37089 -0.22830  0.32
H27 -5.11739 -0.38461 -2.61360  0.33
H28 -2.50777 -0.09643 -4.53285  0.09
H29 -0.65184 3.48454 -1.61065  0.39
H30 2.82142 -3.79953 0.72419  0.26
H31 -3.49794 -4.17142 -2.30126  0.34
H32 1.29905 -1.14729 0.59675  -0.02
H33 -5.96877 -2.90817 -1.90168  0.35
H34 -0.30793 -0.30561 -2.89055  0.04
H35 0.71835 -2.72644 0.07192  0.14

## Properties
LUMO energy (eV): 1.811
Charge: -1
HOMO energy (hartree): -0.166
HOMO-LUMO gap (eV): 6.33


ORCA calculation (ωB97M-V/def2-TZVPD) on a gas-phase ion, C6H16N (charge +2) in a non-equilibrium geometry.

Last column: Löwdin spin population.
Element x y z (Å)
N1 0.87063 1.50934 -0.46555  0.00
C1 -0.98779 -0.11332 0.12062  0.08
C2 -0.01780 -1.96280 -1.50512  0.27
C3 -0.23088 -1.45160 0.02925  0.31
C4 -0.20750 1.09806 0.60089  0.01
C5 1.13509 -1.58989 0.66762  0.09
C6 -0.96581 2.35882 0.89035  0.00
H1 0.54923 1.24900 -1.40182  0.00
H2 -0.30673 3.09159 1.37439  0.00
H3 -1.05352 -2.17630 0.29586  0.07
H4 -1.81470 -0.31336 0.85997  0.04
H5 -1.80276 2.31322 1.59910  0.00
H6 1.80024 1.10352 -0.35627  0.00
H7 -0.93871 -1.86784 -2.08279  0.01
H8 0.28268 -3.00825 -1.44968  0.00
H9 -1.56088 0.04204 -0.82842  0.03
H10 1.13591 -1.16980 1.68204  0.03
H11 0.98697 2.52830 -0.45131  0.00
H12 -1.48552 2.70077 -0.00605  0.00
H13 1.42700 -2.63470 0.77082  0.00
H14 0.80521 -1.36736 -1.89397  0.03
H15 0.41704 0.80896 1.44112  0.00
H16 1.96261 -1.14840 0.10896  0.02

## Properties
LUMO energy (spin up / spin down) (eV): -7.149 / -14.090
Charge: +2
HOMO energy (spin up / spin down) (hartree): -0.765 / -0.763
HOMO-LUMO gap (spin up / spin down) (eV): 13.67 / 6.67
2S+1: 2
Energy relative to the best compared isomer or geometry (same formula, charge and spin) (kcal/mol): 55.41


| no. | electronic energy (hartree) |
| --- | --- |
| 1 | -3140.8031 |
| 2 | -249.6373 |
| 3 | -2418.7712 |
| 4 | -292.1781 |